This record from the Open Molecules 2025 dataset describes a molecular structure, C37H35ClFeN2S2Si2 at a distorted geometry. The level of theory is ωB97M-V with the def2-TZVPD basis set.

Output
HOMO level (spin up / spin down) in Eh: -0.34246 / -0.40457
Total charge: +1
Kohn-Sham gap (spin up / spin down) in hartree: 0.24155 / 0.27578
2S+1: 6
Expectation value of S²: 8.777

Structure (XYZ):
```
80
C37H35ClFeN2S2Si2 ωB97M-V with the def2-TZVPD basis set
Fe -0.3023 0.0015 0.0688
Cl -3.2778 -0.5430 0.8183
S -0.8803 2.9307 3.3212
S 1.2520 -3.1666 2.6405
Si -6.0113 -1.6666 -2.4668
Si -4.1221 -1.1215 -1.0335
N 0.0166 -1.3945 1.2420
N -0.7557 1.1151 1.4970
C 0.8325 -1.6762 3.4019
C -3.3056 -5.1601 -1.0686
C -9.4497 1.2576 -3.5905
C -1.1420 2.3841 1.6880
C -8.3159 -5.6479 -1.7959
C -0.2745 0.5144 2.6824
C -0.1566 -0.0209 -1.9911
C -0.1724 1.3284 -1.5036
C -7.9332 -3.3226 -1.2007
C 0.9574 -0.6977 -1.3941
C 0.3121 -3.5619 0.0153
C -2.0282 -4.2105 -2.8720
C -8.6553 -4.5136 -1.0483
C -7.1998 -5.6098 -2.6422
C -2.3174 -2.9245 -2.3989
C -3.6924 0.3277 -2.1712
C -6.4509 -4.4351 -2.7748
C -6.8589 -3.2739 -2.1012
C -1.7532 3.2541 0.6616
C -3.7776 2.5072 -3.9717
C -3.3294 1.2591 -4.4025
C 0.1868 -0.8290 2.5302
C -3.5961 -3.8730 -0.6029
C -7.4424 0.8526 -2.2821
C -3.2634 0.1854 -3.5077
C -3.9740 1.6301 -1.7183
C -3.2352 -2.7449 -1.3564
C -8.5311 1.6651 -2.6145
C -2.5655 -5.3365 -2.2425
C -0.2817 1.3720 3.7609
C -4.0369 2.7045 -2.6131
C 0.4860 -2.6515 1.1656
C -8.1523 -0.7567 -3.9518
C -7.2690 -0.3825 -2.9248
C -9.2494 0.0492 -4.2687
C 1.6424 0.2401 -0.5530
C 0.9503 1.4903 -0.6286
H 0.0577 1.0820 4.7455
H -0.8586 2.1063 -1.8256
H -6.9064 -6.4959 -3.2084
H -7.9985 -1.7079 -4.4728
H -3.0329 1.1112 -5.4430
H -9.4920 -4.5422 -0.3479
H 0.2039 -4.5869 0.3981
H -1.3869 -4.3418 -3.7468
H -5.5553 -4.4001 -3.4048
H -5.4620 -1.2449 -0.4379
H -5.2615 -1.9095 -3.7121
H -4.3022 3.6985 -2.2506
H -8.9059 -6.5647 -1.7110
H -0.8008 -0.4203 -2.7661
H -8.2022 -2.4294 -0.6279
H 1.2783 2.4076 -0.1476
H -10.3246 1.8732 -3.8047
H -4.1333 -3.7266 0.3366
H 2.5747 0.0629 -0.0252
H -2.2418 2.6527 -0.1169
H -0.9951 3.9134 0.2048
H -1.8269 -2.0576 -2.8434
H -4.1938 1.8000 -0.6607
H -0.5918 -3.3115 -0.5553
H -3.9174 3.3192 -4.6857
H 1.3078 -1.6931 -1.6370
H -6.7429 1.1515 -1.4961
H -3.6687 -6.0349 -0.5271
H -9.9582 -0.2953 -5.0226
H -2.4091 -6.3419 -2.6530
H 1.0540 -1.4086 4.4258
H -2.5223 3.8756 1.1431
H -8.6655 2.6089 -2.0813
H 1.1976 -3.5249 -0.6416
H -2.9064 -0.7798 -3.8760
```

Atomic partial charges in e from the Löwdin method, atoms 1 to 6:
1 Fe 0.598
2 Cl 0.376
3 S 1.115
4 S 1.121
5 Si 0.696
6 Si 0.172

This record from the Open Molecules 2025 dataset describes a molecular structure, C37H35ClN2S2Si2V at a distorted geometry. The level of theory is ωB97M-V with the def2-TZVPD basis set.

Output
HOMO level (spin up / spin down) in Eh: -0.36924 / -0.36478
Relative energy (zero: lowest compared OMol25 entry of this formula, charge and spin) in kcal per mole: 0.0
Total charge: +1
Kohn-Sham gap (spin up / spin down) in hartree: 0.23041 / 0.24019
2S+1: 3
Expectation value of S²: 2.078

Structure (XYZ):
```
80
C37H35ClN2S2Si2V ωB97M-V with the def2-TZVPD basis set
V -0.3027 -0.3174 3.4563
Cl 1.8431 0.4260 0.1397
S 0.3891 3.5151 5.9363
S 3.2353 -2.1352 5.8341
Si -0.1350 0.1070 0.7209
Si 2.0434 0.1823 -3.6591
N 0.4094 1.5283 4.2929
N 1.5803 -0.8897 4.2737
C 2.1829 0.0890 5.0997
C 0.1946 -2.3654 -6.3827
C 2.0766 -2.1212 4.5560
C 1.8851 -3.6590 -5.2502
C -1.9221 -1.5970 -0.7392
C -1.4687 3.3449 -1.4663
C 0.7276 -1.1979 -5.8178
C 1.5284 1.6970 -4.6327
C 0.4471 3.8696 -6.0863
C -0.5462 -3.9371 -0.0284
C -2.7595 3.5328 -0.9682
C -2.1477 0.1335 4.3224
C -1.3502 3.2859 3.7781
C -0.2636 2.6704 4.5906
C 2.4005 -2.4837 -4.6811
C 3.0972 -0.4273 6.0013
C 2.2133 2.2347 -5.7414
C -1.5470 -1.9877 3.6401
C 1.7873 -3.3578 3.7878
C -0.9592 -1.7384 4.9056
C -2.4268 -2.8443 -1.1289
C 1.7315 -1.2545 -4.8212
C -0.7435 -1.5070 0.0147
C 0.7264 -3.6154 -6.0350
C -2.4234 1.7963 0.6617
C 1.5430 1.3714 5.1236
C 0.2968 2.2679 -4.2709
C 1.6762 3.3095 -6.4650
C -1.7568 -4.0095 -0.7420
C -3.2332 2.8045 0.1332
C -0.2528 3.3324 -4.9962
C -1.1408 1.5472 0.1260
C -1.3191 -0.4395 5.3294
C -0.6366 2.3936 -0.8715
C -2.3052 -0.8281 3.2817
C -0.0059 -2.6831 0.2647
C 1.6630 2.3699 6.0727
H 2.3979 2.3832 6.8563
H -3.4097 4.2329 -1.4828
H -2.7592 1.1866 1.5036
H -3.3302 -2.9068 -1.7481
H 2.3840 -4.6167 -5.0694
H 0.0187 4.7116 -6.6387
H 1.0089 -2.5960 0.6602
H -2.2791 3.3671 4.3629
H -1.5470 2.7267 2.8507
H 0.8831 -3.2677 3.1748
H -1.0440 0.0236 6.2760
H 1.6587 -4.1999 4.4778
H 0.3213 -0.2326 -6.1284
H -1.1132 3.9316 -2.3220
H 1.0493 0.0649 -2.5129
H -0.6419 -2.3185 -7.0875
H -1.0263 4.2990 3.5100
H -0.0117 -4.8515 0.2566
H -2.4327 -0.6846 -1.0378
H 0.2600 -4.5385 -6.3954
H -2.5877 1.1206 4.3849
H 3.3112 -2.5474 -4.0857
H -1.2340 3.7335 -4.7140
H -4.2298 3.0095 0.5438
H 2.2133 3.7026 -7.3316
H 3.6010 0.1569 6.7533
H 2.6425 -3.5751 3.1355
H -0.2529 1.8626 -3.4170
H -1.4668 -2.9125 3.0627
H 0.4013 2.2903 -1.1861
H -0.4039 -2.4478 5.5104
H 3.1731 1.8199 -6.0593
H -2.8476 -0.6786 2.3510
H -2.1356 -4.9816 -1.0576
H 3.3969 0.3197 -2.9552
```

Atomic partial charges in e from the Löwdin method, atoms 1 to 6:
1 V 0.724
2 Cl 0.291
3 S 1.134
4 S 1.139
5 Si 0.305
6 Si 0.715

This record from the Open Molecules 2025 dataset describes 7 unconnected molecules or ions with the total composition C37H35F2N5 at a distorted geometry. The level of theory is ωB97M-V with the def2-TZVPD basis set.

Output
HOMO level in Eh: -0.32726
Relative energy (zero: lowest compared OMol25 entry of this formula, charge and spin) in kcal per mole: 18.0
Total charge: 0
Kohn-Sham gap in hartree: 0.34138
SMILES: Fc1ccccc1.Fc1ccccc1.c1ccncc1.c1ccncc1.c1ccncc1.c1ccncc1.c1ccncc1

Structure (XYZ):
```
79
C37H35F2N5 ωB97M-V with the def2-TZVPD basis set
F 1.9537 2.5645 2.2582
F -3.6543 -0.2275 0.3674
N 0.7428 -3.3216 3.1048
N 0.1343 -4.2916 -1.2202
N 2.4115 1.2097 -2.8317
N -2.8023 3.5870 1.7299
N 2.3335 6.5924 4.5930
C -0.2255 -0.0774 1.0300
C -3.3875 2.9654 0.6416
C 2.0491 -3.0322 3.4534
C -4.8948 -0.5994 -1.5642
C 2.0372 -0.8660 0.8053
C 2.9239 -4.5324 1.7714
C 2.4986 0.3817 1.3814
C 0.7328 -6.0246 -2.8043
C 3.7928 6.6061 2.2348
C 3.1193 0.6904 -3.8536
C 1.0226 -0.7429 -2.6655
C 1.3463 0.5681 -2.2625
C 3.1714 5.4450 2.6973
C -4.4350 3.5737 -0.0583
C -4.2328 5.4884 1.4138
C -2.6508 -1.4277 -1.5015
C -1.4844 -5.8477 -1.9043
C 0.2225 1.1484 1.4513
C 2.9066 7.7062 4.1580
C 2.4396 5.4600 3.8374
C -0.5980 -6.4829 -2.7544
C -3.9450 -1.7465 -3.4911
C 0.5516 -4.2131 2.0859
C 1.0135 -4.8380 -2.0892
C -3.2315 4.8252 2.0810
C 1.7206 -1.3247 -3.7528
C 1.5556 1.4146 1.6403
C 3.6866 7.7472 3.0091
C -3.6833 -0.7351 -0.8911
C -1.1208 -4.7879 -1.1070
C -2.7217 -1.9779 -2.8226
C -4.8516 4.8455 0.3362
C 1.6318 -4.8304 1.4069
C -5.0226 -1.0558 -2.8942
C 0.6497 -1.0441 0.6567
C 3.1651 -3.6594 2.8286
C 2.7792 -0.5851 -4.3783
H 3.2710 4.5408 2.1151
H -5.6429 5.3961 -0.1509
H 0.2300 -2.0161 0.4433
H -1.7202 -1.3127 -0.9656
H 1.4801 -2.3496 -3.9941
H 3.5209 0.6178 1.6375
H 1.4177 -6.3774 -3.5612
H 2.7317 -1.6781 0.6488
H 2.0261 -4.4670 -2.0301
H 3.9551 1.2936 -4.1759
H 2.9548 8.5710 4.8032
H 2.2343 -2.3818 4.2954
H 1.3772 -5.5405 0.6341
H 3.8048 -4.9767 1.3322
H -4.1194 -2.0999 -4.4966
H 1.9545 4.5153 4.0339
H -0.4879 1.9581 1.5295
H 4.3128 8.6172 2.8775
H -1.8739 -2.6144 -3.0287
H -0.8731 -7.2406 -3.4731
H -1.3020 -0.1442 0.9748
H 0.7545 1.0759 -1.5152
H -5.7115 -0.1334 -1.0330
H -2.5399 -6.0738 -1.9389
H 4.1911 -3.3976 3.0414
H -4.5666 6.4717 1.7106
H -3.0588 1.9945 0.3015
H -1.8012 -4.2462 -0.4666
H -4.8614 3.0747 -0.9159
H 4.4019 6.6570 1.3444
H 0.3195 -1.3039 -2.0677
H -5.8832 -1.0256 -3.5461
H 3.2288 -0.8698 -5.3181
H -2.8917 5.3451 2.9646
H -0.4833 -4.4268 1.8631
```

Atomic partial charges in e from the Löwdin method, atoms 1 to 6:
1 F 0.036
2 F 0.038
3 N 0.059
4 N 0.049
5 N 0.041
6 N 0.060

no.,total energy (Ha)
1,-4639.43743
2,-4319.82469
3,-1904.30503